No. 1
67
Properties=species:S:1:pos:R:3 method="wB97M-V/def2-TZVPD" multiplicity=1 de_lowest_kcal_mol=19.5 e_homo_ev=-9.019 total_charge=0
C -0.393 -0.958 0.583
N -1.283 0.131 1.133
O -0.711 1.125 1.613
O -2.490 -0.045 1.185
H -0.983 -1.767 0.153
H 0.362 -1.279 1.300
H 0.112 -0.416 -0.217
F 0.273 -1.254 4.053
C -0.262 -2.482 3.680
C -1.528 -2.798 4.065
C -1.978 -4.094 3.848
C -1.188 -5.054 3.130
C 0.082 -4.716 2.749
C 0.560 -3.425 3.125
H -2.108 -2.012 4.527
H -3.002 -4.221 4.167
H -1.634 -6.003 2.870
H 0.655 -5.455 2.207
H 1.554 -3.088 2.872
F 5.369 4.444 0.000
C 4.569 3.380 0.253
C 5.098 2.217 0.825
C 4.221 1.243 1.276
C 2.868 1.343 0.974
C 2.333 2.434 0.331
C 3.176 3.493 -0.035
H 6.169 2.140 0.936
H 4.585 0.339 1.741
H 2.124 0.576 1.137
H 1.265 2.535 0.203
H 2.804 4.394 -0.500
F 3.285 -4.484 1.490
C 3.113 -3.401 0.650
C 1.903 -3.455 -0.055
C 1.642 -2.380 -0.951
C 2.621 -1.493 -1.242
C 3.876 -1.587 -0.673
C 4.157 -2.582 0.272
H 1.156 -4.219 0.099
H 0.737 -2.364 -1.540
H 2.489 -0.737 -2.002
H 4.661 -0.921 -0.997
H 5.137 -2.755 0.689
F 0.396 6.366 -0.274
C -0.617 5.607 -0.788
C -1.298 5.958 -1.883
C -2.242 5.073 -2.429
C -2.442 3.907 -1.642
C -1.764 3.498 -0.534
C -0.830 4.396 -0.165
H -1.030 6.841 -2.444
H -2.756 5.325 -3.345
H -3.102 3.167 -2.072
H -1.988 2.603 0.028
H -0.226 4.237 0.716
F -1.746 -2.056 -2.223
C -2.815 -1.271 -2.563
C -3.053 -0.951 -3.908
C -4.137 -0.184 -4.237
C -5.180 0.049 -3.301
C -4.942 -0.265 -1.977
C -3.808 -1.005 -1.622
H -2.209 -1.085 -4.568
H -4.136 0.120 -5.273
H -6.040 0.629 -3.598
H -5.728 -0.099 -1.255
H -3.707 -1.212 -0.567

---

No. 2
11
Properties=species:S:1:pos:R:3 method="wB97M-V/def2-TZVPD" multiplicity=1 de_lowest_kcal_mol=43.3 e_homo_ev=-9.875 total_charge=0
C 2.025 0.943 0.480
C 1.307 -0.001 0.670
C 0.194 -0.924 0.838
O 0.189 -1.782 1.701
N -0.811 -0.724 -0.055
C -0.948 0.415 -0.945
H 2.705 1.716 0.249
H -1.477 -1.473 -0.067
H -1.574 0.128 -1.807
H 0.052 0.741 -1.279
H -1.390 1.239 -0.371

---

No. 3
46
Properties=species:S:1:pos:R:3 method="wB97M-V/def2-TZVPD" multiplicity=1 e_homo_ev=-11.759 total_charge=+1
C 1.503 2.026 1.830
C 0.844 0.876 1.079
C 1.887 -0.171 0.637
P 2.708 0.337 -0.882
O 0.213 1.268 -0.129
C -0.967 2.071 0.018
C -2.216 1.232 -0.017
C -2.439 0.340 -1.064
C -3.582 -0.444 -1.081
C -4.517 -0.349 -0.056
C -4.307 0.547 0.980
C -3.159 1.332 1.000
H 2.128 1.621 2.625
H 2.115 2.595 1.124
H 0.754 2.669 2.285
H 0.145 0.340 1.730
H 2.668 -0.250 1.397
H 1.462 -1.164 0.508
H 4.076 0.490 -0.688
H 2.499 -0.589 -1.898
H 2.255 1.563 -1.346
H -0.939 2.629 0.954
H -0.949 2.802 -0.793
H -1.724 0.247 -1.875
H -3.740 -1.125 -1.908
H -5.404 -0.970 -0.061
H -5.033 0.640 1.777
H -2.994 2.025 1.817
C 4.705 -2.349 -2.697
O 3.953 -2.703 -1.534
H 4.594 -1.277 -2.852
H 5.766 -2.568 -2.568
H 4.336 -2.866 -3.584
H 4.056 -3.650 -1.403
C 4.383 1.364 4.972
O 3.020 1.642 4.645
H 4.968 1.520 4.068
H 4.751 2.038 5.746
H 4.512 0.332 5.304
H 2.497 1.518 5.442
C -5.865 -2.331 -4.161
O -6.115 -3.530 -3.438
H -6.690 -2.200 -4.856
H -5.829 -1.463 -3.496
H -4.934 -2.394 -4.731
H -5.395 -3.670 -2.819

---

No. 4
22
Properties=species:S:1:pos:R:3 method="wB97M-V/def2-TZVPD" multiplicity=1 de_lowest_kcal_mol=29.3 e_homo_ev="-8.894 / -8.894" total_charge=0
C -0.492 2.287 -0.334
C 0.462 1.517 0.096
C 0.196 0.120 0.661
C -0.964 -0.634 0.039
C 1.919 1.919 0.123
C -0.706 -1.000 -1.403
C -1.480 -1.763 0.905
O -2.933 0.796 1.302
O -3.235 0.439 -1.119
S -2.343 0.653 -0.006
H -0.654 3.258 -0.730
H 1.113 -0.463 0.544
H 0.008 0.236 1.732
H 2.435 1.473 -0.729
H 2.396 1.565 1.036
H 2.024 2.999 0.059
H -1.599 -1.420 -1.858
H 0.105 -1.721 -1.482
H -0.434 -0.105 -1.960
H -1.873 -1.361 1.836
H -0.686 -2.472 1.135
H -2.284 -2.293 0.398

---

Values for total energy, Eh, ordered as above
-1902.4771, -285.3456, -1154.1200, -822.4926